[1]
Density functional theory data (ωB97M-V/def2-TZVPD) for a molecular structure, C26H34F3GeN5O3S5SbTi in a non-equilibrium geometry.

Calculated values
- HOMO level (alpha / beta) (eV) = -2.86 / -2.13
- total charge = -1
- orbital gap (alpha / beta) (eV) = 4.18 / 2.62
- LUMO energy (alpha / beta) (hartree) = 0.048 / 0.018
- E_tot (eV) = -189606.993

Last column: Löwdin charge in e.
CARTESIAN COORDINATES (ANGSTROEM)
Ti (0.40615, 1.02953, -0.08362)  0.58
S (-1.51015, 1.13976, -4.72877)  -0.32
Sb (-0.18136, 2.64797, -3.54159)  0.19
S (0.04840, 4.44282, -0.61304)  0.54
S (-1.31256, 3.08866, -1.22357)  0.11
S (-0.65925, 4.67448, -4.58258)  -0.41
O (1.69153, -0.17349, 0.26872)  -0.22
C (2.88199, -0.63095, 0.21107)  -0.32
C (3.65804, -0.73560, -1.06680)  -0.09
C (4.68692, 0.39876, -1.20831)  -0.15
C (5.91671, 0.20732, -0.32332)  -0.20
C (5.59153, 0.11944, 1.16901)  -0.17
C (4.87600, -1.18822, 1.53652)  -0.18
N (3.43656, -1.14472, 1.37621)  0.11
H (2.95011, -0.66774, -1.89965)  0.07
H (4.16381, -1.70686, -1.11164)  0.13
H (4.19874, 1.34827, -0.97711)  0.11
H (5.00968, 0.44509, -2.24994)  0.12
H (6.59729, 1.04497, -0.49512)  0.11
H (6.43554, -0.70992, -0.62472)  0.11
H (4.95656, 0.95991, 1.45486)  0.11
H (6.51278, 0.18329, 1.75349)  0.11
H (5.06622, -1.45470, 2.57812)  0.12
H (5.26007, -2.00745, 0.91815)  0.12
H (2.93412, -0.81412, 2.19227)  0.13
C (-1.26018, -3.86897, -2.81041)  -0.09
N (-0.40137, -2.72143, -3.01299)  -0.02
C (0.10490, -1.96984, -2.01834)  -0.77
S (0.46648, -0.36667, -2.35278)  0.66
N (0.29289, -2.46998, -0.77119)  -0.05
C (0.88502, -3.75748, -0.47753)  -0.06
H (-2.08061, -3.83218, -3.52578)  0.09
H (-1.66491, -3.85415, -1.79659)  0.09
H (-0.71191, -4.80319, -2.96972)  0.07
H (-0.59718, -2.15756, -3.83013)  0.11
H (0.59987, -1.73674, -0.12799)  0.06
H (0.67681, -4.46338, -1.27408)  0.07
H (0.47781, -4.13860, 0.45994)  0.09
H (1.97198, -3.66201, -0.37636)  0.08
N (-0.82228, -1.02449, 2.82644)  0.00
C (-0.83253, -1.08637, 4.16913)  -0.09
C (0.11769, -0.19456, 4.61426)  -0.06
C (0.64892, 0.37016, 3.44415)  -0.15
N (0.06254, -0.13824, 2.37466)  -0.01
H (-1.43912, -1.47618, 2.16014)  0.09
H (-1.49513, -1.73745, 4.70467)  0.11
H (0.38511, 0.01821, 5.63033)  0.09
H (1.41689, 1.11636, 3.33783)  0.11
Ge (-1.93820, 0.06312, -0.02511)  0.81
C (-3.10155, 0.60221, 1.51036)  -0.37
C (-2.86673, 1.80602, 2.16292)  -0.12
C (-3.65085, 2.21667, 3.22745)  -0.09
C (-4.68607, 1.41143, 3.67271)  -0.11
C (-4.92224, 0.19726, 3.04845)  -0.11
C (-4.14275, -0.19221, 1.97497)  -0.14
C (-3.27573, 0.22727, -1.49917)  -0.37
C (-3.47101, -0.80780, -2.40267)  -0.17
C (-4.27344, -0.65124, -3.51518)  -0.14
C (-4.89193, 0.56219, -3.75352)  -0.13
C (-4.72587, 1.60239, -2.85670)  -0.09
C (-3.93576, 1.42761, -1.73537)  -0.18
H (-2.23241, -1.54443, 0.20020)  -0.01
H (-2.04608, 2.43237, 1.82711)  0.08
H (-3.44866, 3.15660, 3.72524)  0.10
H (-5.30880, 1.72642, 4.50158)  0.09
H (-5.71141, -0.44845, 3.41495)  0.09
H (-4.33671, -1.13084, 1.46964)  0.09
H (-2.96202, -1.74427, -2.22098)  0.06
H (-4.39008, -1.46137, -4.22195)  0.09
H (-5.47554, 0.70773, -4.65057)  0.10
H (-5.18651, 2.56159, -3.05070)  0.10
H (-3.80093, 2.24861, -1.04072)  0.05
F (2.35401, 4.46700, 1.61464)  0.15
C (2.46997, 3.60204, 0.60135)  -0.58
F (3.32078, 4.13752, -0.27937)  0.16
F (3.11203, 2.51375, 1.12157)  0.10
C (1.15773, 3.08306, 0.03082)  -1.03
O (1.44673, 2.23797, -0.98531)  -0.35
O (0.50290, 2.44801, 1.02705)  -0.25

=====

[2]
Density functional theory data (ωB97M-V/def2-TZVPD) for 8 unconnected molecules or ions with the total composition C39H46N8O13 in a non-equilibrium geometry.

Calculated values
- HOMO level (eV) = -8.96
- orbital gap (eV) = 7.17
- SMILES = O=[N+]([O-])c1ccccc1.O=[N+]([O-])c1ccccc1.O=[N+]([O-])c1ccccc1.O=[N+]([O-])c1ccccc1.O=[N+]([O-])c1ccccc1.CN(C)C=O.CN(C)C=O.CN(C)C=O
- LUMO energy (hartree) = -0.066
- E_tot (eV) = -79688.199

Last column: Löwdin charge in e.
CARTESIAN COORDINATES (ANGSTROEM)
O (43.88934, -26.06861, 7.51244)  0.02
N (44.21688, -25.81264, 6.30999)  -0.31
O (43.34242, -25.75007, 5.42015)  0.02
C (45.63680, -25.47679, 5.93014)  -0.04
C (46.12294, -25.08634, 4.48269)  0.03
C (47.60862, -24.90851, 4.22812)  -0.06
C (48.51768, -25.07699, 5.38662)  -0.13
C (48.11986, -25.23720, 6.72236)  -0.06
C (46.64671, -25.32516, 7.10429)  0.07
H (45.29475, -24.85461, 3.66615)  0.12
H (48.11842, -24.81079, 3.21503)  0.10
H (49.62304, -25.26491, 5.12292)  0.12
H (48.96197, -25.17494, 7.69161)  0.16
H (46.48646, -25.62473, 7.98837)  -0.01
O (36.82034, -25.89142, 12.44205)  0.02
N (37.53379, -26.74057, 11.80514)  -0.39
O (37.53090, -27.90011, 12.01730)  0.11
C (38.46479, -26.35488, 10.78450)  -0.13
C (39.34951, -27.27298, 9.97346)  0.05
C (40.46512, -26.72229, 8.96428)  0.00
C (40.48740, -25.23622, 8.64013)  -0.13
C (39.69691, -24.35484, 9.35813)  -0.09
C (38.76144, -24.80760, 10.61254)  0.08
H (39.19418, -28.36786, 10.02471)  0.09
H (41.15995, -27.35787, 8.36039)  0.08
H (41.27604, -24.98063, 7.90017)  0.09
H (39.93343, -23.34226, 9.02928)  0.08
H (38.04712, -23.95478, 11.09364)  0.13
O (45.86128, -20.33021, 8.70078)  0.07
N (45.46193, -21.46745, 8.68365)  -0.40
O (45.93064, -22.40706, 8.05488)  0.05
C (44.39304, -21.85103, 9.55369)  -0.09
C (43.99458, -23.28374, 9.84326)  0.07
C (42.94430, -23.50852, 11.01065)  0.01
C (42.24346, -22.24897, 11.66177)  -0.06
C (42.43653, -20.92064, 11.08295)  -0.10
C (43.40411, -20.72764, 9.99835)  0.05
H (44.26959, -24.28078, 9.50115)  0.07
H (42.63623, -24.46116, 11.29971)  0.05
H (41.42938, -22.42910, 12.68325)  0.17
H (41.81985, -20.03576, 11.32950)  0.10
H (43.61925, -19.97019, 9.44758)  0.02
O (42.08667, -25.71178, -2.41612)  0.09
N (41.14322, -26.21807, -1.90627)  -0.41
O (40.14746, -26.71806, -2.38797)  0.07
C (41.12346, -26.33221, -0.41194)  -0.08
C (42.41568, -25.91164, 0.28696)  0.03
C (42.56006, -26.26043, 1.80631)  0.03
C (41.27930, -26.64012, 2.58888)  -0.08
C (40.03761, -26.79526, 1.98126)  -0.09
C (39.85138, -26.71149, 0.46707)  0.04
H (43.36988, -25.59491, -0.36333)  0.13
H (43.50661, -26.16014, 2.26118)  0.04
H (41.27067, -26.65932, 3.49201)  -0.05
H (39.00121, -27.14378, 2.61554)  0.16
H (38.87711, -27.08866, -0.02941)  0.11
O (53.20173, -23.95578, 9.44662)  0.03
N (51.89069, -23.81756, 9.34558)  -0.36
O (51.14308, -24.73098, 9.49778)  0.06
C (51.42928, -22.54147, 9.08759)  -0.10
C (52.31347, -21.34103, 8.59333)  0.14
C (51.56765, -19.96196, 8.22704)  0.01
C (50.12630, -19.67028, 8.53544)  -0.05
C (49.34191, -20.78302, 9.07437)  -0.06
C (49.90912, -22.17784, 9.26270)  0.04
H (53.27994, -21.27193, 8.60731)  0.02
H (52.09332, -19.28428, 7.76425)  0.01
H (49.69911, -18.68319, 8.37098)  0.09
H (48.11306, -20.65179, 9.11315)  0.12
H (49.34132, -22.91112, 9.82571)  0.07
C (41.67131, -29.44871, 5.26419)  -0.05
N (40.41553, -29.32666, 6.10969)  -0.15
C (39.57313, -28.14664, 5.80186)  -0.02
C (40.01563, -30.44675, 6.76479)  -0.34
O (38.98957, -30.44252, 7.42247)  0.01
H (41.87419, -28.30936, 5.05083)  0.08
H (41.61688, -29.79385, 4.25564)  0.06
H (42.68460, -29.76784, 5.84606)  0.13
H (38.63805, -28.01699, 6.30060)  0.10
H (39.16850, -28.46114, 4.90684)  0.06
H (40.12372, -27.37385, 5.50847)  0.03
H (40.60629, -31.29005, 6.66960)  0.11
C (49.02036, -27.39319, 9.87895)  -0.04
N (47.59036, -27.25366, 10.31722)  -0.16
C (46.67893, -28.38858, 9.85709)  -0.01
C (47.14850, -26.18343, 10.95985)  -0.34
O (45.93392, -26.03709, 11.25130)  -0.05
H (49.48493, -26.48071, 9.99286)  0.02
H (49.15559, -27.43395, 8.70920)  0.11
H (49.32781, -28.36664, 10.18762)  0.08
H (46.40436, -29.05518, 10.69029)  0.08
H (47.21610, -29.03509, 9.19367)  0.07
H (45.62773, -27.96748, 9.73376)  0.10
H (47.85554, -25.34590, 11.14215)  0.14
C (51.45638, -23.37676, 2.74912)  -0.09
N (51.97795, -22.99226, 3.99291)  -0.19
C (51.15467, -22.06615, 4.87253)  0.02
C (53.14326, -23.32432, 4.29304)  -0.33
O (53.78223, -23.01472, 5.41798)  -0.10
H (50.85996, -22.53716, 2.29733)  0.11
H (50.96493, -24.39005, 2.62300)  0.11
H (52.31995, -23.19737, 2.13845)  0.08
H (50.68886, -22.66450, 5.52962)  0.02
H (50.30802, -21.54696, 4.39287)  0.10
H (51.73176, -21.37454, 5.55093)  0.10
H (53.65775, -23.95330, 3.46626)  0.16